(1)
The following is a DFT calculation (wB97M-V/def2-TZVPD) of a cluster of 2 separate species, C9H14O in total.

The geometry in XYZ format:
```
24
Properties=species:S:1:pos:R:3:mulliken_charge:R:1
C -2.37 -1.28 2.08 -1.315
C -1.70 -0.32 1.13 0.473
C -1.07 -0.79 -0.02 -0.367
C -0.45 0.07 -0.92 -0.673
C -0.46 1.43 -0.66 0.829
O 0.15 2.26 -1.56 -0.537
C -1.08 1.92 0.47 -0.531
C -1.70 1.05 1.36 -0.566
H -2.09 -1.05 3.11 0.339
H -2.01 -2.29 1.87 0.343
H -3.46 -1.25 2.02 0.285
H -1.03 -1.85 -0.21 0.294
H 0.03 -0.32 -1.81 0.501
H 0.06 3.17 -1.30 0.277
H -1.08 2.99 0.67 0.271
H -2.17 1.47 2.24 0.362
C 2.82 -1.59 -0.98 -0.681
C 4.27 -1.91 -0.65 -1.061
H 2.73 -0.63 -1.49 0.264
H 2.38 -2.35 -1.62 0.309
H 2.23 -1.56 -0.06 0.261
H 4.40 -2.87 -0.16 0.313
H 4.69 -1.13 -0.01 0.307
H 4.89 -1.92 -1.56 0.300
```

The total energy comes out at -426.56978 Ha. As for the HOMO energy: -8.39 eV. As for the structure (SMILES): Cc1ccc(O)cc1.CC. The value obtained for the energy above the lowest of the compared OMol25 structures with the same formula, charge and spin is 0.082 eV. Its LUMO energy is 0.88 eV. As for the frontier orbital gap: 9.278 eV.



(2)
The following is a DFT calculation (wB97M-V/def2-TZVPD) of a structure of composition C27H22MnN3O10Si.

The geometry in XYZ format:
```
64
Properties=species:S:1:pos:R:3:mulliken_charge:R:1
Mn -0.78 -0.43 -1.42 1.075
O -1.42 -3.27 -4.08 -0.636
C -0.78 -2.43 -3.50 0.299
O -1.37 -1.52 -2.72 -0.546
C 0.70 -2.30 -3.66 0.083
C 1.30 -3.09 -4.61 -0.682
C 2.65 -2.98 -4.85 -0.414
C 3.42 -2.06 -4.17 -0.276
C 2.82 -1.26 -3.23 -0.108
C 1.46 -1.39 -2.90 0.788
O 0.98 -0.73 -1.86 -0.470
N 3.68 -0.24 -2.59 0.937
O 4.87 -0.48 -2.51 -0.595
O 3.14 0.75 -2.12 -0.536
N 3.29 -3.84 -5.86 1.047
O 4.47 -3.66 -6.09 -0.627
O 2.59 -4.64 -6.44 -0.619
H 0.69 -3.79 -5.17 0.620
H 4.47 -1.96 -4.38 0.634
N -1.71 4.20 -3.18 -0.580
C -2.58 3.29 -2.45 -0.334
C -1.86 1.99 -2.19 0.960
O -2.38 1.02 -1.66 -0.571
O -0.59 1.95 -2.55 -0.378
H -2.06 4.43 -4.10 0.205
H -0.39 2.83 -2.94 0.445
H -1.55 5.07 -2.68 0.218
H -3.50 3.06 -2.97 0.335
H -2.86 3.69 -1.47 0.268
O -0.55 0.14 0.26 0.283
Si -0.47 0.20 1.89 -0.986
C 1.31 0.13 2.43 0.416
C 1.69 0.15 3.78 -0.041
C 3.02 0.08 4.15 -0.786
C 4.01 -0.01 3.17 -0.638
C 3.65 -0.02 1.83 -0.523
C 2.31 0.05 1.46 -0.532
C -1.27 1.80 2.42 0.850
C -0.64 2.71 3.27 -0.272
C -1.27 3.89 3.65 -0.712
C -2.53 4.19 3.16 -0.415
C -3.17 3.31 2.30 -0.836
C -2.55 2.12 1.94 -0.229
C -1.43 -1.27 2.54 0.699
C -0.92 -2.16 3.50 -0.263
C -1.67 -3.25 3.93 -0.712
C -2.93 -3.49 3.40 -0.417
C -3.45 -2.63 2.44 -0.810
C -2.70 -1.53 2.02 -0.023
H 0.93 0.22 4.56 0.501
H 3.30 0.09 5.19 0.397
H 5.05 -0.07 3.45 0.386
H 4.42 -0.08 1.06 0.463
H 2.04 0.04 0.41 0.168
H 0.36 2.50 3.65 0.364
H -0.76 4.58 4.31 0.396
H -3.02 5.11 3.46 0.382
H -4.17 3.53 1.93 0.428
H -3.06 1.44 1.26 0.250
H 0.07 -2.00 3.91 0.369
H -1.26 -3.93 4.67 0.395
H -3.51 -4.34 3.73 0.372
H -4.43 -2.81 2.02 0.408
H -3.12 -0.88 1.26 0.124
```

The total energy comes out at -3399.24020 Ha. As for the HOMO energy (spin up / spin down): -9.17 / -9.18 eV. Its LUMO energy (spin up / spin down) is -1.41 / -0.59 eV. As for the multiplicity: 5. As for the frontier orbital gap (spin up / spin down): 7.759 / 8.586 eV.